Entry from the Open Molecules 2025 dataset: a 2-piece molecular cluster, CH3BrOS overall in a non-equilibrium geometry (wB97M-V/def2-TZVPD).

Last column: Löwdin charge in e.
CARTESIAN COORDINATES (ANGSTROEM)
H -0.239 -0.362 -0.759  -0.027
H 0.179 1.262 -0.115  0.022
C -0.026 0.176 0.105  -0.005
O -2.360 2.226 -0.159  -0.595
S -2.352 1.088 0.659  0.484
Br -3.559 -0.642 -0.244  0.155
H 0.582 -0.337 0.743  -0.033

The value obtained for the lowest unoccupied orbital energy (spin up / spin down) is -0.74 / -1.01 eV. Its multiplicity is 1. Its HOMO-LUMO gap (spin up / spin down) is 0.304 / 0.300 Eh. The HOMO energy (spin up / spin down) comes out at -9.01 / -9.18 eV. The calculation puts the energy relative to the best compared isomer or geometry (same formula, charge and spin) at 46.8 kcal/mol.